P:
# C8H14O

An isolated molecule of C8H14O (wB97M-V/def2-TZVPD, the Open Molecules 2025 dataset).

The geometry in ORCA input format:
```
! wB97M-V def2-TZVPD RIJCOSX def2/J DEFGRID3
* xyz 0 1
C 1.544 0.272 0.291
C 1.724 -1.712 -1.413
C -0.058 1.770 -1.096
C -0.799 -0.175 2.205
C -2.180 0.145 0.126
C 1.038 -0.983 -0.317
C 0.217 0.984 0.160
C -0.789 0.069 0.706
O -0.137 -1.410 0.044
H 1.903 0.127 1.319
H 2.345 0.713 -0.302
H 1.440 -1.248 -2.367
H 2.810 -1.664 -1.328
H 1.383 -2.747 -1.442
H -0.901 2.451 -0.953
H 0.808 2.384 -1.354
H -0.304 1.173 -1.995
H -1.279 -1.126 2.441
H 0.203 -0.184 2.629
H -2.821 -0.631 0.544
H -1.368 0.623 2.687
H -2.162 0.050 -0.959
H -2.615 1.117 0.373
*
```

Results
**LUMO level (alpha / beta)**: 0.460 / 0.458 eV

Q:
# C8H14O

An isolated molecule of C8H14O (wB97M-V/def2-TZVPD, the Open Molecules 2025 dataset).

The geometry in ORCA input format:
```
! wB97M-V def2-TZVPD RIJCOSX def2/J DEFGRID3
* xyz 0 1
C -1.102 0.868 -1.801
C -0.986 0.815 -0.446
C 0.389 0.803 0.240
C 1.245 1.987 -0.207
C 0.263 0.789 1.765
O 1.108 -0.367 -0.209
C 0.496 -1.549 -0.073
C 1.132 -2.705 0.002
C -1.293 -1.431 -0.076
H -1.998 1.230 -2.281
H -0.348 0.426 -2.435
H -1.751 1.294 0.153
H 1.364 1.974 -1.289
H 2.234 1.915 0.249
H 0.769 2.921 0.092
H -0.154 1.731 2.109
H -0.373 -0.014 2.117
H 1.249 0.640 2.213
H 0.589 -3.636 0.001
H 2.211 -2.746 0.092
H -1.468 -1.672 -1.124
H -1.449 -2.348 0.492
H -2.123 -0.925 0.416
*
```

Results
**LUMO level**: 0.892 eV

Which of them is most stable, and which least? Most stable: P; least stable: Q.

P:
# C25H32N4O

An isolated molecule of C25H32N4O (wB97M-V/def2-TZVPD, the Open Molecules 2025 dataset).

The geometry in ORCA input format:
```
! wB97M-V def2-TZVPD RIJCOSX def2/J DEFGRID3
* xyz 0 1
C -5.870 -1.301 -0.660
C -4.414 -1.584 -0.518
C -3.947 -2.596 0.375
C -4.650 -2.506 1.846
C -4.111 -1.229 2.495
C -4.641 -0.005 1.737
N -4.047 -0.305 0.389
C -3.290 0.638 0.016
O -2.965 1.776 0.392
C -2.680 0.613 -1.655
C -2.129 2.125 -2.045
C -0.724 2.118 -1.515
N 0.239 1.305 -1.441
C 1.289 1.126 -0.790
N 1.895 -0.056 -0.556
C 3.084 -0.351 0.112
C 3.765 -1.525 0.053
C 3.235 -2.405 -0.857
C 3.849 -3.755 -1.001
C 5.081 -3.890 -0.137
C 5.537 -3.038 0.608
C 4.873 -1.761 0.705
N 3.532 0.674 0.955
C 3.035 1.993 0.826
C 1.766 2.229 0.264
C 1.320 3.594 0.333
C 2.542 4.274 1.265
C 3.366 2.866 1.729
C -0.148 -0.038 -2.021
C -1.617 -0.534 -1.527
H -6.411 -1.332 0.125
H -6.033 -2.041 -1.417
H -6.045 -0.404 -1.307
H -3.822 -1.506 -1.201
H -4.489 -3.613 0.071
H -2.934 -2.853 0.636
H -5.723 -2.430 2.097
H -4.391 -3.487 2.403
H -4.627 -1.144 3.599
H -3.021 -1.242 2.645
H -3.935 0.832 2.389
H -5.535 -0.031 1.566
H -3.402 0.256 -2.242
H -2.892 2.813 -1.940
H -1.924 1.973 -3.251
H -0.265 3.079 -1.863
H -0.817 2.396 -0.319
H 2.198 -2.220 -1.265
H 3.465 -4.480 -1.472
H 5.561 -4.860 0.053
H 6.498 -3.059 1.018
H 5.329 -0.687 1.346
H 0.963 4.242 -0.316
H 0.514 3.720 1.171
H 2.333 5.162 1.572
H 3.318 4.706 0.317
H 4.474 3.340 1.702
H 2.954 2.846 2.873
H -0.520 0.353 -2.999
H 0.719 -0.771 -2.113
H -1.345 -0.929 -0.503
H -1.939 -1.321 -2.175
*
```

Results
**LUMO level**: 0.471 eV

Q:
# C25H32N4O

A structure of composition C25H32N4O (wB97M-V/def2-TZVPD, the Open Molecules 2025 dataset).

The geometry in ORCA input format:
```
! wB97M-V def2-TZVPD RIJCOSX def2/J DEFGRID3
* xyz 0 1
C 1.370 -1.874 4.468
C 1.383 -3.207 4.160
N 1.535 -4.140 5.038
N 1.438 -5.365 4.598
C 1.360 -5.169 3.421
C 1.218 -3.994 3.058
C 0.982 -3.428 1.795
N 1.272 -2.051 1.593
N 1.304 -1.413 0.492
C 0.227 -0.820 -0.166
C -1.148 -1.163 -0.053
C -1.729 -0.433 -1.121
H -2.002 -0.937 -1.767
H -2.860 0.028 -0.984
C -0.768 0.769 -1.536
C -1.085 1.929 -0.751
C -2.525 2.671 -0.717
C -2.490 4.076 -0.626
C -1.637 4.733 -2.003
C -2.357 5.566 -2.707
C -1.540 6.105 -3.749
C -0.481 5.335 -4.200
C 0.147 4.461 -3.469
C -0.614 3.941 -2.275
C 0.362 3.082 -1.356
C 1.316 2.410 -1.900
C 1.515 1.161 -0.917
H 2.654 0.631 -1.474
H 1.531 1.195 0.056
C 0.409 0.057 -1.363
C 0.984 -0.825 -2.653
H 1.895 -1.345 -2.270
H 0.094 -1.500 -2.895
H 1.073 -0.124 -3.310
H 1.136 2.089 -2.816
H 2.220 2.949 -1.975
H 0.540 3.710 -0.369
H 0.875 4.012 -3.746
H 0.114 5.836 -5.069
O -2.216 6.900 -4.602
H -1.844 7.329 -5.322
H -3.375 5.863 -2.431
H -3.448 4.421 -0.517
H -1.944 4.412 0.374
H -2.767 2.265 -1.737
H -3.046 2.309 -0.044
H -0.830 1.887 0.285
H -1.154 1.106 -2.611
H -1.360 -0.486 0.947
H -1.505 -2.223 0.200
H 1.132 -3.985 0.775
C 1.273 -6.504 2.348
H 0.419 -6.967 2.519
H 1.968 -7.099 2.490
H 0.966 -6.149 1.303
C 1.361 -6.728 5.225
H 2.414 -7.201 5.162
H 0.579 -7.321 5.282
H 1.632 -6.367 6.321
H 1.974 -1.414 3.816
H 1.624 -1.597 5.625
H 0.432 -1.409 4.146
*
```

Results
**LUMO level**: 0.738 eV

Which of them is most stable, and which least? Most stable: P; least stable: Q.

P:
# C3H9NOS

An isolated molecule of C3H9NOS (wB97M-V/def2-TZVPD, the Open Molecules 2025 dataset).

The geometry in ORCA input format:
```
! wB97M-V def2-TZVPD RIJCOSX def2/J DEFGRID3
* xyz 0 1
O -1.894 -2.037 1.126
C -1.586 -0.894 0.300
N -0.408 -0.185 0.719
C 0.579 -0.151 -0.401
C 1.713 0.808 -0.104
S 1.545 2.499 -0.794
H -1.189 -1.870 1.769
H -2.489 -0.297 0.144
H -1.564 -1.167 -0.783
H -0.655 0.750 1.019
H 0.115 0.159 -1.344
H 0.917 -1.190 -0.539
H 2.577 0.423 -0.654
H 1.983 0.833 0.951
H 0.358 2.319 -1.408
*
```

Results
**LUMO level**: 0.795 eV

Q:
# C3H9NOS

An isolated molecule of C3H9NOS (wB97M-V/def2-TZVPD, the Open Molecules 2025 dataset).

The geometry in ORCA input format:
```
! wB97M-V def2-TZVPD RIJCOSX def2/J DEFGRID3
* xyz 0 1
O 0.281 2.107 -1.255
C 0.807 1.717 0.023
N -0.145 0.963 0.859
C -0.798 -0.159 0.146
C 0.169 -1.341 0.251
S -0.531 -2.818 -0.649
H 0.377 1.365 -1.835
H 1.628 1.039 -0.200
H 1.043 2.668 0.485
H -0.867 1.547 1.259
H -1.738 -0.385 0.670
H -0.990 -0.051 -0.930
H 1.052 -1.237 -0.394
H 0.240 -1.708 1.260
H -0.527 -3.706 0.312
*
```

Results
**LUMO level**: 0.781 eV

Which of them is most stable, and which least? Most stable: Q; least stable: P.